[1]
{"formula": "C26H68N4O11", "method": "ωB97M-V/def2-TZVPD", "homo_energy_ha": -0.315, "relative_energy_kcal_mol": 29.5, "largest_force_ev_per_a": 2.42, "lumo_ev": 0.39, "smiles": "COC[C@H](C)N.COCCNCCOC.COCCNCCOC.COCCNCCOC.OCCO.OCCO", "spin_multiplicity": 1, "symbols": ["C", "O", "C", "C", "C", "N", "H", "H", "H", "H", "H", "H", "H", "H", "H", "H", "H", "C", "O", "C", "C", "N", "C", "C", "O", "C", "H", "H", "H", "H", "H", "H", "H", "H", "H", "H", "H", "H", "H", "H", "H", "C", "O", "C", "C", "N", "C", "C", "O", "C", "H", "H", "H", "H", "H", "H", "H", "H", "H", "H", "H", "H", "H", "H", "H", "C", "O", "C", "C", "N", "C", "C", "O", "C", "H", "H", "H", "H", "H", "H", "H", "H", "H", "H", "H", "H", "H", "H", "H", "O", "C", "C", "O", "H", "H", "H", "H", "H", "H", "O", "C", "C", "O", "H", "H", "H", "H", "H", "H"], "xyz": [[-1.43, -3.46, -0.49], [-1.00, -2.20, -1.00], [-0.09, -1.51, -0.15], [-0.57, -1.28, 1.29], [-1.72, -0.29, 1.38], [0.63, -0.73, 1.96], [-2.17, -3.31, 0.30], [-0.58, -3.97, -0.05], [-1.92, -3.98, -1.31], [0.89, -2.00, -0.23], [0.08, -0.53, -0.58], [-0.89, -2.21, 1.76], [-1.62, 0.53, 0.66], [-1.82, 0.15, 2.37], [-2.64, -0.85, 1.15], [1.22, -1.57, 1.98], [0.40, -0.59, 2.94], [0.79, -4.31, 2.77], [1.93, -3.74, 2.18], [2.61, -4.70, 1.37], [3.66, -4.01, 0.55], [4.85, -3.68, 1.32], [5.86, -2.98, 0.52], [5.49, -1.57, 0.05], [5.16, -0.73, 1.11], [6.18, -0.37, 2.00], [0.25, -3.58, 3.39], [1.03, -5.16, 3.41], [0.01, -4.47, 2.02], [1.94, -5.25, 0.69], [3.03, -5.47, 2.02], [3.26, -3.05, 0.18], [3.90, -4.65, -0.30], [4.67, -3.35, 2.25], [6.32, -3.63, -0.23], [6.72, -2.88, 1.20], [4.67, -1.57, -0.66], [6.41, -1.26, -0.47], [7.11, -0.26, 1.43], [6.34, -1.16, 2.75], [5.95, 0.53, 2.56], [-5.20, -1.09, 0.11], [-4.62, -0.79, -1.13], [-3.94, -1.88, -1.73], [-3.47, -1.53, -3.18], [-4.15, -0.33, -3.65], [-4.15, -0.28, -5.13], [-4.86, 0.97, -5.63], [-5.34, 0.77, -6.94], [-6.29, 1.74, -7.32], [-5.72, -2.06, 0.09], [-5.88, -0.28, 0.32], [-4.49, -1.26, 0.93], [-4.63, -2.72, -1.79], [-3.04, -2.08, -1.14], [-3.68, -2.43, -3.77], [-2.39, -1.40, -3.11], [-5.12, -0.37, -3.36], [-4.53, -1.23, -5.52], [-3.10, -0.16, -5.41], [-4.16, 1.81, -5.60], [-5.70, 1.19, -4.96], [-7.03, 1.26, -7.97], [-5.89, 2.58, -7.87], [-6.92, 1.98, -6.46], [-0.70, 4.39, 5.93], [-0.46, 5.70, 5.52], [0.72, 5.88, 4.78], [0.91, 5.23, 3.42], [1.00, 3.74, 3.45], [2.11, 3.16, 2.63], [3.38, 2.96, 3.46], [3.09, 2.34, 4.69], [2.98, 0.94, 4.62], [-1.58, 4.36, 6.57], [0.14, 3.98, 6.51], [-0.91, 3.71, 5.10], [1.62, 5.65, 5.38], [0.84, 6.96, 4.67], [1.89, 5.61, 3.10], [0.12, 5.44, 2.70], [1.30, 3.61, 4.42], [2.22, 3.70, 1.70], [1.65, 2.18, 2.45], [3.73, 3.98, 3.68], [4.13, 2.38, 2.91], [1.97, 0.62, 4.34], [2.98, 0.60, 5.66], [3.71, 0.44, 3.98], [-1.94, 1.50, -3.58], [-1.85, 1.75, -2.17], [-2.91, 2.75, -1.68], [-4.22, 2.22, -1.63], [-2.62, 0.80, -3.66], [-1.99, 0.78, -1.69], [-0.86, 2.18, -2.00], [-2.93, 3.64, -2.31], [-2.58, 3.08, -0.68], [-4.15, 1.28, -1.41], [0.95, 0.70, -4.54], [1.94, 0.73, -3.56], [2.18, -0.60, -2.91], [2.82, -1.54, -3.78], [0.05, 0.65, -4.21], [2.86, 1.19, -3.93], [1.65, 1.39, -2.72], [1.19, -1.02, -2.67], [2.72, -0.53, -1.97], [2.24, -1.80, -4.50]], "mulliken_charge": [-0.931, -0.215, -0.752, 1.036, -0.840, -0.381, 0.385, -0.081, 0.381, 0.104, 0.226, 0.074, 0.162, 0.586, -0.394, 0.079, 0.316, -0.889, -0.152, -0.961, 0.184, -0.296, -0.952, -0.232, -0.212, -0.815, 0.222, 0.372, 0.300, 0.440, 0.415, -0.093, 0.250, 0.299, 0.427, 0.432, 0.021, 0.387, 0.387, 0.310, 0.147, -0.966, -0.191, 0.502, -0.488, -0.271, -0.795, -0.452, -0.342, -0.711, 0.347, 0.257, 0.259, 0.739, -0.765, 0.603, 0.006, 0.216, 0.453, 0.285, 0.288, 0.378, 0.259, 0.247, 0.340, -0.633, -0.383, -0.758, -0.439, -0.280, -0.374, -0.016, -0.409, -0.390, 0.275, 0.270, 0.263, 0.389, 0.381, 0.359, 0.345, 0.208, 0.491, -0.189, 0.362, -0.060, 0.105, 0.347, 0.138, -0.668, 0.421, -0.669, -0.562, 0.434, -0.446, 0.411, 0.437, 0.294, 0.319, -0.545, -0.591, 0.767, -0.607, 0.316, 0.369, 0.181, -0.300, 0.159, 0.333]}

=====

[2]
{"formula": "C20H26FN7O2STc", "method": "ωB97M-V/def2-TZVPD", "homo_energy_ha": [-0.523, -0.525], "s_squared": 3.77, "relative_energy_kcal_mol": 0.0, "total_charge": 2, "largest_force_ev_per_a": 1.28, "lumo_ev": [-6.50, -8.04], "spin_multiplicity": 4, "symbols": ["Tc", "C", "C", "N", "C", "S", "N", "N", "C", "C", "C", "C", "C", "C", "C", "N", "H", "H", "H", "H", "H", "H", "H", "H", "H", "H", "H", "H", "H", "O", "C", "N", "C", "O", "C", "C", "C", "C", "N", "C", "H", "H", "H", "H", "H", "H", "H", "H", "C", "C", "C", "N", "H", "H", "H", "H", "H", "F"], "xyz": [[0.99, 0.39, -0.07], [-1.02, 0.26, 5.64], [-1.74, -0.61, 4.63], [-0.83, -1.17, 3.61], [-0.42, -0.50, 2.55], [0.64, -1.40, 1.44], [-0.83, 0.73, 2.37], [-0.38, 1.29, 1.21], [-0.85, 2.44, 0.87], [-1.88, 3.16, 1.67], [-0.32, 3.00, -0.39], [-0.81, 4.13, -1.00], [-0.27, 4.55, -2.20], [0.76, 3.82, -2.78], [1.21, 2.69, -2.13], [0.69, 2.30, -0.96], [-1.71, 0.56, 6.43], [-0.63, 1.17, 5.17], [-0.19, -0.28, 6.10], [-2.51, -0.05, 4.10], [-2.22, -1.46, 5.11], [-0.51, -2.12, 3.72], [-1.77, 2.90, 2.72], [-2.88, 2.83, 1.36], [-1.81, 4.23, 1.55], [-1.63, 4.68, -0.54], [-0.65, 5.43, -2.69], [1.21, 4.12, -3.72], [2.00, 2.08, -2.54], [2.53, -6.03, -5.78], [1.58, -5.10, -5.35], [2.18, -4.16, -4.39], [1.88, -2.85, -4.36], [1.10, -2.28, -5.10], [2.59, -2.04, -3.30], [3.95, -1.77, -3.35], [4.50, -0.89, -2.42], [3.68, -0.31, -1.48], [2.36, -0.57, -1.43], [1.82, -1.42, -2.33], [3.07, -5.64, -6.48], [0.79, -5.66, -4.86], [1.15, -4.50, -6.15], [2.78, -4.57, -3.69], [4.57, -2.23, -4.10], [5.55, -0.65, -2.43], [4.08, 0.38, -0.75], [0.75, -1.57, -2.29], [3.79, 2.00, 4.21], [4.39, 1.63, 2.84], [3.35, 1.31, 1.87], [2.52, 1.04, 1.13], [4.60, 2.18, 4.91], [3.17, 1.20, 4.59], [3.19, 2.91, 4.14], [5.04, 0.76, 2.92], [4.99, 2.45, 2.44], [-0.37, -0.15, -1.22]], "nbo_charge": [1.337, -0.620, -0.223, -0.540, 0.328, 0.031, -0.412, -0.240, 0.310, -0.687, 0.167, -0.191, -0.092, -0.215, 0.097, -0.473, 0.240, 0.209, 0.215, 0.222, 0.226, 0.422, 0.276, 0.274, 0.242, 0.254, 0.258, 0.262, 0.223, -0.691, 0.088, -0.614, 0.641, -0.575, -0.125, -0.081, -0.227, 0.050, -0.505, 0.103, 0.480, 0.186, 0.201, 0.409, 0.253, 0.256, 0.213, 0.263, -0.589, -0.535, 0.597, -0.472, 0.254, 0.228, 0.229, 0.284, 0.283, -0.505]}

=====

[3]
{"formula": "C4H13N3O", "method": "ωB97M-V/def2-TZVPD", "homo_energy_ha": -0.308, "relative_energy_kcal_mol": 14.9, "largest_force_ev_per_a": 1.89, "lumo_ev": 0.64, "smiles": "NC(N)=O.CCNC", "spin_multiplicity": 1, "symbols": ["N", "C", "N", "O", "H", "H", "H", "H", "C", "C", "N", "C", "H", "H", "H", "H", "H", "H", "H", "H", "H"], "xyz": [[-3.08, -0.15, -0.05], [-1.99, 0.26, 0.74], [-1.67, 1.57, 0.55], [-1.41, -0.46, 1.54], [-3.42, 0.32, -0.88], [-3.38, -1.08, 0.19], [-1.03, 1.96, 1.23], [-1.92, 2.13, -0.26], [0.36, -1.41, -1.49], [1.26, -0.98, -0.32], [1.74, 0.43, -0.34], [2.41, 0.85, 0.88], [-0.02, -2.42, -1.28], [0.94, -1.41, -2.43], [-0.45, -0.67, -1.55], [2.19, -1.58, -0.28], [0.76, -1.17, 0.68], [0.93, 1.00, -0.53], [2.60, 1.90, 0.81], [1.83, 0.59, 1.84], [3.37, 0.30, 0.96]], "nbo_charge": [-0.872, 0.780, -0.864, -0.649, 0.397, 0.407, 0.409, 0.395, -0.615, -0.225, -0.629, -0.412, 0.219, 0.209, 0.193, 0.177, 0.188, 0.341, 0.198, 0.163, 0.190]}

=====

[4]
{"formula": "C15H27BNS2", "method": "ωB97M-V/def2-TZVPD", "homo_energy_ha": -0.387, "relative_energy_kcal_mol": 18.6, "total_charge": 1, "largest_force_ev_per_a": 3.44, "lumo_ev": -2.99, "spin_multiplicity": 1, "symbols": ["C", "C", "N", "C", "C", "C", "C", "C", "C", "C", "C", "C", "B", "H", "H", "H", "H", "H", "H", "H", "H", "H", "H", "H", "H", "H", "H", "H", "H", "H", "H", "H", "H", "C", "C", "S", "C", "S", "C", "H", "H", "H", "H", "H", "H", "H"], "xyz": [[2.66, 1.59, -0.68], [1.29, 1.02, -0.98], [0.08, 1.74, -0.42], [0.04, 3.20, -0.68], [0.05, 3.83, -1.94], [-0.04, 5.25, -2.00], [-0.06, 6.01, -0.82], [0.01, 5.37, 0.43], [-0.04, 3.98, 0.47], [-1.15, 1.03, -0.98], [-2.46, 1.52, -0.43], [-1.13, -0.48, -0.83], [0.19, 2.19, 1.22], [0.14, -2.78, 0.66], [3.39, 1.07, -1.30], [2.71, 2.66, -0.91], [2.95, 1.43, 0.36], [1.14, 0.96, -2.06], [1.30, -0.02, -0.65], [0.10, 3.27, -2.87], [-0.10, 5.75, -2.99], [-0.14, 7.11, -0.89], [0.06, 5.91, 1.37], [-0.16, 3.59, 1.53], [-1.09, 1.26, -2.05], [-3.27, 1.03, -0.98], [-2.58, 1.26, 0.63], [-2.61, 2.58, -0.55], [-1.94, -0.93, -1.40], [-0.24, -0.97, -1.22], [-1.27, -0.78, 0.21], [1.28, 2.05, 1.64], [-0.79, 1.75, 1.78], [0.12, -6.48, 0.73], [-1.13, -6.00, 1.49], [-1.49, -4.26, 1.17], [0.15, -3.52, 1.42], [1.69, -4.27, 0.94], [1.39, -5.97, 1.44], [0.13, -7.57, 0.80], [0.09, -6.08, -0.30], [-2.03, -6.46, 1.01], [-1.07, -6.18, 2.60], [0.27, -3.15, 2.45], [1.31, -5.99, 2.55], [2.27, -6.52, 1.05]], "nbo_charge": [-0.635, -0.205, -0.427, 0.253, -0.249, -0.154, -0.183, -0.143, -0.281, -0.021, -0.636, -0.639, 0.248, 0.225, 0.250, 0.218, 0.228, 0.210, 0.234, 0.248, 0.250, 0.252, 0.249, 0.300, 0.207, 0.250, 0.227, 0.222, 0.253, 0.221, 0.226, 0.010, 0.014, -0.432, -0.531, 0.199, -0.722, 0.216, -0.535, 0.222, 0.225, 0.239, 0.220, 0.218, 0.218, 0.240]}